No. 1
147
Properties=species:S:1:pos:R:3:forces:R:3:lowdin_charge:R:1 method="wB97M-V/def2-TZVPD" gap_ev=9.12 charge=0
C 2.63682 -4.85596 3.42824 -0.620 2.086 -2.082 -0.030
C 2.51197 -3.99480 2.30832 0.236 -1.970 2.188 -0.186
C 1.95612 -2.53475 2.46409 0.436 -0.936 -0.626 -0.108
C 1.06828 -2.03134 1.20587 0.711 0.004 2.036 -0.326
N 0.73722 -0.61843 1.59932 -0.158 -1.283 -1.530 -0.003
C -0.08812 0.09328 0.60698 0.259 2.514 1.268 -0.203
C -0.49307 1.51159 1.27287 -1.099 -0.711 -0.538 -0.215
C -1.57110 2.16527 0.27603 1.006 -0.865 0.286 -0.157
C -0.20109 -2.99454 1.11763 -0.937 -0.088 -0.121 -0.141
C -1.39036 -2.60460 2.12846 -0.728 -1.048 -0.922 -0.151
O -1.07629 -2.88381 3.50092 -0.064 0.835 -0.139 -0.163
C -2.21007 -2.61257 4.34123 -0.740 -0.018 0.492 -0.154
C -2.56456 -1.07219 4.52305 -0.483 0.313 -1.067 -0.174
O -4.01423 -0.96904 4.35000 0.625 0.962 0.231 -0.203
C -4.41037 0.39840 4.10215 -0.076 1.215 -0.390 -0.250
C -4.56088 0.74181 2.53623 0.744 -0.004 0.418 -0.074
C -0.90725 -3.06986 -0.32634 -0.267 -1.170 0.399 -0.209
C -1.67213 -4.49482 -0.49428 0.068 -0.359 -0.768 -0.186
O -3.09979 -4.36714 -0.31627 0.717 -0.194 -1.074 -0.233
C -3.73713 -3.84443 -1.49866 -0.766 1.374 -0.480 -0.098
S 0.33937 -3.06027 -1.71760 0.616 -3.045 -2.238 0.789
O -0.33959 -2.91692 -3.03682 1.467 1.137 3.342 -0.296
O 1.09756 -4.37454 -1.69263 -1.466 3.362 0.990 -0.339
O 1.39865 -1.83305 -1.34330 -1.989 -1.446 -0.319 -0.230
C 2.04388 -2.04930 -0.04987 1.445 0.227 0.294 -0.193
C 3.19432 -0.90222 0.05182 0.761 -0.334 -1.140 -0.196
F 2.94957 0.12176 -0.94678 0.000 -1.069 1.479 -0.062
C 4.66785 -1.45975 -0.25876 0.107 1.089 1.167 -0.170
C 5.65459 -0.65832 0.74319 -0.946 -0.946 0.053 -0.114
H 3.40453 -5.69327 3.45754 -1.676 0.796 -0.230 0.052
H 1.91440 -4.65385 4.28218 1.642 -0.140 -0.636 0.070
H 2.81870 -4.46685 1.30957 0.056 1.558 1.612 0.019
H 1.39544 -2.47144 3.44757 0.350 -0.018 -1.285 0.121
H 2.86399 -1.84163 2.58129 -1.247 -0.906 -0.292 0.111
H 0.37179 -0.58398 2.55524 -0.096 -0.116 -0.565 0.109
H 0.57261 0.36189 -0.27969 -1.091 -0.685 0.838 0.126
H -1.07192 -0.39289 0.32336 1.175 0.288 0.049 0.105
H -1.00489 1.31601 2.28456 0.742 0.227 -1.245 0.089
H 0.40265 2.17644 1.46165 -1.125 -0.976 -0.344 0.033
H -1.15058 2.00833 -0.77850 -0.703 0.636 1.376 0.051
H -1.73198 3.25577 0.53165 0.044 -1.520 -0.638 0.002
H -2.52689 1.54054 0.33222 1.151 1.155 -0.018 0.044
H 0.03027 -4.08942 1.37492 0.255 1.659 -0.306 0.138
H -2.25976 -3.30605 1.84647 1.017 0.986 0.251 0.129
H -1.78183 -1.55180 1.98164 0.680 -1.003 0.126 0.120
H -2.03712 -3.03908 5.38671 0.107 0.328 -1.615 0.143
H -3.09734 -3.16241 3.86924 0.899 1.056 0.820 0.076
H -2.12631 -0.39385 3.70755 -0.063 -1.181 0.989 0.099
H -2.23040 -0.62080 5.51198 -0.499 -0.837 -1.007 0.096
H -3.58634 1.09104 4.51496 -1.421 -0.868 -0.506 0.058
H -5.38648 0.67066 4.63681 1.366 -0.827 -0.577 0.127
H -3.50067 0.98787 2.17523 -1.571 -0.373 0.152 0.048
H -4.97513 -0.13153 1.93493 0.487 1.069 0.909 0.089
H -5.21422 1.66499 2.36431 0.931 -1.304 0.361 0.044
H -1.70790 -2.28791 -0.49106 1.290 -0.577 -0.035 0.132
H -1.31448 -5.27466 0.24304 -0.306 1.156 -0.600 0.117
H -1.47364 -4.93058 -1.53680 -0.185 0.673 1.389 0.128
H -4.78378 -4.25676 -1.66268 1.364 0.193 0.632 0.099
H -3.87011 -2.71241 -1.35198 0.205 -1.448 -0.415 0.101
H -3.16082 -4.01291 -2.46097 -0.400 0.071 1.255 0.101
H 2.63098 -3.02466 -0.17514 -1.188 1.210 0.548 0.133
H 3.21516 -0.39597 1.06095 -0.464 -0.563 -1.217 0.127
H 4.97212 -1.25014 -1.33305 -0.686 -0.520 1.328 0.073
H 4.73207 -2.55654 0.01567 -0.068 1.156 -0.601 0.113
H 6.72660 -0.99169 0.60805 -1.170 0.685 0.092 0.075
H 5.32430 -0.95243 1.79713 0.639 0.458 -1.326 0.018
H 5.48954 0.45779 0.63947 0.507 -1.285 -0.010 0.087
C 1.90290 5.15277 1.18351 -0.101 -0.465 -0.233 -1.541
Cl 1.34611 4.99858 2.85566 0.067 0.032 -0.101 0.532
Cl 2.27103 3.56198 0.50207 0.210 0.153 -0.041 0.570
Cl 0.69125 5.98376 0.19995 0.107 0.010 0.484 0.465
H 2.81454 5.74658 1.17916 -0.417 -0.597 -0.005 -0.090
C -0.87675 3.84049 -3.50761 0.049 -0.057 0.078 -1.506
Cl 0.29025 4.05076 -2.19970 -0.150 -0.188 -0.494 0.516
Cl -2.52497 4.04384 -2.90078 0.126 0.034 0.151 0.501
Cl -0.55021 4.98055 -4.82145 -0.026 -0.076 0.013 0.518
H -0.77692 2.83040 -3.89840 -0.056 0.174 0.014 0.018
C 1.92241 -7.00424 -0.02339 -0.135 0.003 -0.147 -1.494
Cl 3.55047 -6.55114 0.51051 0.053 -0.371 -0.238 0.579
Cl 1.96710 -8.52439 -0.92628 0.003 0.114 0.070 0.539
Cl 0.82349 -7.13331 1.35677 -0.010 0.037 -0.250 0.527
H 1.55051 -6.22308 -0.68473 0.122 -0.085 0.116 -0.025
C -5.17988 -6.29740 1.95443 -0.002 0.067 -0.041 -1.524
Cl -4.31837 -5.40299 3.21439 0.313 -0.027 -0.441 0.525
Cl -5.35576 -7.99890 2.40879 0.038 0.064 -0.037 0.520
Cl -6.76219 -5.56954 1.64383 0.135 -0.019 -0.068 0.519
H -4.59451 -6.24578 1.03912 -0.068 0.051 0.162 -0.001
C 1.37271 8.49812 -4.01970 -0.088 -0.217 0.025 -1.552
Cl 1.33857 7.74640 -2.41809 0.038 0.118 -0.184 0.504
Cl 2.19850 7.44968 -5.18210 0.011 0.101 0.082 0.500
Cl -0.26904 8.86331 -4.56946 0.044 -0.080 0.172 0.497
H 1.92420 9.42876 -3.94843 -0.085 -0.173 -0.060 -0.072
C -3.43859 3.88289 -7.05992 -0.066 0.014 0.109 -1.534
Cl -5.06676 4.51715 -7.33127 0.160 -0.029 0.019 0.532
Cl -3.45408 2.65017 -5.79313 -0.008 0.038 -0.278 0.522
Cl -2.76955 3.22466 -8.56112 0.000 0.039 0.037 0.547
H -2.80239 4.70167 -6.73164 -0.082 -0.153 -0.030 -0.015
C 6.40391 0.19606 5.02168 0.064 0.007 -0.047 -1.530
Cl 7.38348 -1.07294 4.27467 -0.087 0.074 0.092 0.528
Cl 7.23531 1.75461 4.93733 -0.081 -0.120 0.044 0.524
Cl 4.81669 0.29515 4.24621 -0.003 0.033 0.152 0.521
H 6.25728 -0.05710 6.06862 0.015 0.044 -0.185 0.015
C 0.87804 4.18017 -9.21335 0.020 0.099 -0.033 -1.537
Cl 1.11858 5.08409 -10.71442 -0.060 -0.086 0.109 0.530
Cl 1.66232 2.59664 -9.30723 -0.028 0.097 0.057 0.550
Cl 1.49300 5.09384 -7.83038 -0.105 -0.077 -0.100 0.505
H -0.18899 4.02570 -9.07418 0.190 0.012 -0.009 -0.049
C -7.60283 -4.87224 5.92149 0.043 -0.018 -0.046 -1.525
Cl -6.65018 -6.15191 5.15978 -0.411 -0.030 0.453 0.494
Cl -6.74223 -3.32838 5.84179 -0.019 -0.104 0.005 0.524
Cl -9.19208 -4.73918 5.15529 0.077 -0.016 0.082 0.518
H -7.74809 -5.12980 6.96752 0.010 0.055 -0.184 0.014
C -5.03119 4.59245 0.39431 0.087 -0.033 0.045 -1.507
Cl -3.40478 5.07742 0.89898 -0.321 0.220 -0.029 0.548
Cl -4.98710 3.03812 -0.44918 -0.083 0.159 0.003 0.537
Cl -6.11479 4.51361 1.79066 0.039 0.036 -0.113 0.531
H -5.41431 5.34202 -0.29355 0.075 -0.122 0.125 0.017
C 2.11074 -0.95233 -10.13233 0.004 -0.079 0.028 -1.562
Cl 3.81748 -0.82022 -9.68446 -0.143 0.058 -0.024 0.511
Cl 1.94653 -1.56797 -11.78254 -0.007 0.093 0.100 0.520
Cl 1.24740 -1.99184 -8.99163 0.049 0.134 -0.075 0.523
H 1.66760 0.04052 -10.09245 0.076 -0.236 -0.037 -0.054
C 0.05155 2.91026 5.91747 0.098 -0.025 0.051 -1.536
Cl 1.43985 1.93866 5.41406 -0.078 0.086 -0.030 0.509
Cl -1.45245 2.01363 5.66707 0.155 0.207 0.010 0.576
Cl 0.21247 3.39603 7.61032 -0.023 0.007 -0.150 0.533
H 0.02096 3.80831 5.30517 -0.019 -0.160 0.089 -0.013
C 2.26565 8.87864 2.77242 -0.189 0.030 0.146 -1.491
Cl 2.22995 8.13063 4.37417 0.077 0.155 -0.114 0.523
Cl 3.08872 7.82643 1.60863 0.369 1.076 0.238 0.589
Cl 0.62665 9.24903 2.22291 0.182 -0.013 0.023 0.533
H 2.82189 9.80988 2.84297 -0.070 -0.179 -0.038 0.017
C 5.71674 -2.90176 -4.42527 -0.101 0.065 -0.008 -1.538
Cl 6.87321 -2.66243 -3.11027 0.100 -0.062 -0.066 0.526
Cl 4.07204 -2.71969 -3.81849 -0.043 -0.077 -0.055 0.555
Cl 6.02280 -1.76474 -5.74524 0.013 -0.116 0.063 0.519
H 5.83654 -3.91176 -4.80897 -0.008 0.174 0.069 0.016
C 1.80507 12.13999 -6.10266 0.027 -0.066 -0.268 -1.508
Cl 2.01326 11.87084 -4.36621 -0.029 0.191 -0.050 0.561
Cl 3.26986 12.84687 -6.79627 -0.140 -0.023 0.069 0.530
Cl 1.38490 10.63541 -6.93908 0.124 0.316 0.071 0.525
H 0.98878 12.84465 -6.23991 0.135 -0.128 0.054 0.018
C 0.72951 -10.03342 4.30883 0.030 0.021 -0.056 -1.538
Cl 1.66269 -11.29389 3.49102 -0.068 0.078 0.093 0.521
Cl 1.62103 -8.50613 4.31742 -0.031 -0.152 0.193 0.497
Cl -0.84866 -9.82769 3.53637 0.077 -0.008 0.091 0.510
H 0.56833 -10.34124 5.33879 0.021 0.048 -0.186 0.013

No. 2
60
Properties=species:S:1:pos:R:3:forces:R:3:lowdin_charge:R:1 method="wB97M-V/def2-TZVPD" relative_energy_kj_mol=282.5 gap_ev="5.40 / 5.61" spin_multiplicity=5 charge=-1
Cr -0.13496 -0.38313 0.05425 -0.019 0.048 -0.005 0.773
C 2.59289 -1.73560 -0.04452 -0.006 0.000 -0.008 -0.081
N 2.20322 -0.40904 0.43369 -0.038 -0.021 0.057 -0.307
C 3.01553 0.60073 -0.23657 0.019 0.002 -0.002 -0.082
C 2.30566 -0.30579 1.89391 -0.015 -0.007 -0.036 -0.193
C 1.23697 -1.11919 2.61313 0.023 -0.003 0.000 -0.224
N -0.07887 -0.78546 2.08577 0.036 -0.002 -0.011 -0.072
C -1.17087 -1.08872 2.81050 -0.154 -0.039 0.024 -0.196
C -2.43288 -0.59478 2.38410 0.120 0.104 0.040 -0.151
F -2.45635 0.17877 1.27071 -0.017 -0.014 0.004 0.057
C -3.60531 -0.80420 3.06192 -0.013 -0.019 -0.071 -0.230
F -4.73914 -0.25357 2.58603 0.014 0.002 -0.020 0.076
C -3.65700 -1.56008 4.22041 -0.055 -0.004 0.028 0.033
C -2.45684 -2.08090 4.64914 0.039 -0.052 -0.005 -0.235
F -2.43299 -2.85464 5.75474 -0.007 0.011 0.009 0.068
C -1.26487 -1.87317 3.98507 0.059 0.001 0.014 -0.143
F -0.17052 -2.49404 4.49583 0.004 0.004 -0.018 0.054
H 3.65469 -1.93095 0.17128 0.002 0.003 -0.002 0.092
H 2.42693 -1.79292 -1.12109 -0.002 -0.002 -0.001 0.091
H 1.98661 -2.50838 0.42352 0.001 0.002 -0.002 0.077
H 4.08985 0.41681 -0.07983 -0.003 -0.003 -0.001 0.090
H 2.78020 1.59147 0.14784 -0.007 0.000 0.000 0.070
H 2.80698 0.57735 -1.30693 0.002 0.006 -0.001 0.089
H 2.18066 0.74574 2.15662 0.000 0.008 -0.016 0.101
H 3.30428 -0.62764 2.23221 0.003 0.007 0.017 0.125
H 1.32391 -0.87513 3.67563 -0.002 -0.009 0.004 0.119
H 1.45761 -2.19134 2.52477 0.002 0.003 0.003 0.109
H -4.58198 -1.74431 4.74341 0.001 0.013 0.008 0.122
C 0.17945 -0.76679 -4.24492 -0.028 0.008 0.013 -0.066
C -0.03438 -0.98666 -2.78301 0.030 -0.045 0.037 -0.312
N -0.00838 0.10164 -1.89520 0.049 -0.061 0.042 -0.109
N 0.16079 1.29739 -2.36187 -0.024 -0.008 -0.046 0.072
C 0.15814 2.31868 -1.56699 0.018 0.003 0.037 -0.230
O -0.16538 1.98634 -0.12672 -0.067 0.014 0.036 -0.009
C 0.07556 3.69946 -1.94948 -0.010 0.007 0.007 -0.171
C 0.48584 4.06324 -3.24799 -0.002 0.017 0.011 -0.044
C 0.41733 5.37491 -3.66977 0.000 -0.029 0.000 -0.110
C -0.05217 6.37565 -2.82263 -0.004 0.041 -0.008 -0.125
C -0.46347 6.02831 -1.54550 -0.002 -0.027 0.014 -0.103
C -0.40866 4.71335 -1.10813 0.021 -0.003 -0.039 -0.043
C -0.28915 -2.19311 -2.18195 -0.020 0.064 -0.044 -0.259
C -0.33240 -3.46264 -2.87103 -0.014 -0.028 0.029 -0.052
C -0.59558 -4.60713 -2.19607 0.001 -0.017 -0.019 -0.123
C -0.83058 -4.58405 -0.79035 0.001 0.028 -0.008 -0.124
C -0.77219 -3.36521 -0.17296 -0.005 0.000 0.032 -0.183
N -0.51408 -2.20213 -0.79272 0.017 -0.018 -0.061 -0.047
H -0.24314 0.19612 -4.53731 -0.011 0.002 -0.027 0.060
H -0.30802 -1.54133 -4.83768 0.016 -0.007 0.008 0.059
H 1.23930 -0.74620 -4.52986 0.000 0.032 0.015 0.071
H 0.85443 3.28989 -3.90812 0.002 -0.002 0.001 0.103
H 0.73927 5.62410 -4.67412 0.001 0.000 0.000 0.094
H -0.09677 7.40456 -3.15576 -0.001 -0.003 0.000 0.087
H -0.84147 6.78848 -0.87245 0.000 0.001 0.000 0.097
H -0.75797 4.48192 -0.11199 0.002 -0.004 0.014 0.098
H -0.13683 -3.48797 -3.93443 -0.002 -0.006 -0.001 0.087
H -0.62108 -5.54998 -2.73177 0.001 0.003 -0.001 0.089
H -1.04600 -5.47984 -0.22716 0.000 -0.001 0.000 0.075
H -0.93541 -3.28277 0.89871 0.006 -0.003 -0.002 0.103
N 1.12650 3.11806 1.60603 -0.051 0.023 0.029 0.186
C 0.51528 2.59899 0.77589 0.091 -0.021 -0.078 -0.404